DFT (ωB97M-V with the def2-TZVPD basis set) results for 7 unconnected molecules or ions with the total composition C41H98N5O4 in a non-equilibrium geometry.

```
148
Properties=species:S:1:pos:R:3:forces:R:3
C 2.76370 7.26179 -0.29169 -0.3 -0.6 0.8
C 2.97305 5.74015 -0.29399 0.4 0.6 -0.8
C 1.91747 4.92150 0.42077 -1.2 -0.6 -0.6
O 3.13090 5.31507 -1.66055 -0.2 -0.2 2.0
H 2.77251 7.49337 0.77339 -0.3 0.4 0.1
H 1.79241 7.51952 -0.71391 0.2 0.2 -0.1
H 3.60293 7.82226 -0.70359 -0.2 -0.2 -0.4
H 3.79066 5.56515 0.40528 1.2 -0.3 -0.8
H 2.07928 3.85136 0.29146 0.5 -0.2 0.1
H 0.91155 5.03204 0.01578 -0.2 0.6 0.1
H 1.93409 5.12209 1.49202 -0.1 0.2 -0.1
C 0.02640 0.98554 0.83902 0.3 -2.4 -1.8
O 0.43476 0.02836 -0.13596 -0.1 0.2 0.0
H 0.78490 1.76814 0.82145 -0.2 0.6 0.8
H -0.97910 1.35905 0.64529 -0.2 0.7 -0.2
H -0.10379 0.43360 1.76990 0.4 0.4 0.9
C -0.45109 -0.92420 -4.70206 0.7 0.7 -0.7
C -0.03717 0.19542 -3.69834 -0.2 -2.1 -0.1
C -0.42415 1.55285 -4.21880 0.8 1.5 0.6
N -0.56113 2.66340 -3.10471 0.1 0.7 0.2
C -1.76017 2.37283 -2.14742 0.5 1.1 -0.3
C -1.99074 3.52598 -1.10994 0.7 0.1 -1.0
C -2.08459 4.90999 -1.72331 -1.3 0.2 -1.1
C -1.01893 5.16886 -2.78075 -0.2 1.2 0.9
C -0.80329 4.06031 -3.77947 -0.3 -0.2 0.5
C 0.76149 2.80578 -2.35301 -0.1 -1.3 -0.8
H -0.45102 -1.93158 -4.28580 -0.5 0.2 0.3
H 0.30563 -0.99569 -5.48332 0.2 0.2 -0.1
H -1.33205 -0.64661 -5.28082 -0.5 -0.4 0.4
H 1.02730 -0.00626 -3.57861 0.2 0.9 0.1
H -0.41579 -0.06616 -2.71025 -0.4 0.5 0.1
H -1.29306 1.56991 -4.87668 -0.6 -0.1 0.7
H 0.34021 1.94035 -4.89237 0.3 0.1 0.2
H -2.56723 2.23288 -2.86657 -0.4 0.2 0.3
H -1.62693 1.44636 -1.58886 0.6 -0.1 -0.3
H -2.88742 3.29394 -0.53530 0.2 -0.1 0.2
H -1.11452 3.63297 -0.47048 -0.1 -0.9 0.5
H -3.04640 5.04765 -2.21737 -0.3 -0.3 -0.1
H -2.10987 5.70203 -0.97490 0.4 -0.2 0.2
H -1.30662 6.05768 -3.34229 -0.4 -0.1 -0.4
H -0.15364 5.61272 -2.28844 0.7 -0.8 -0.1
H -1.69667 3.97798 -4.39850 0.0 -0.3 0.0
H 0.02434 4.40419 -4.39986 0.3 -0.9 -0.1
H 0.98849 1.85387 -1.87295 -0.2 -0.1 0.1
H 0.80620 3.58821 -1.59545 -0.4 0.1 -0.6
H 1.47639 2.94262 -3.16436 0.3 0.4 0.4
C -2.73237 -2.63955 2.27247 -0.6 -1.0 -0.4
C -3.00733 -1.70064 1.07742 1.2 1.0 0.5
C -4.15633 -2.10576 0.16108 0.4 -1.5 -0.1
N -4.38234 -1.36299 -1.13867 -0.2 1.7 -0.1
C -3.34489 -1.51625 -2.26432 -0.5 0.1 -1.0
C -3.43430 -2.84378 -3.01093 -0.4 -1.5 1.4
C -4.85238 -3.32498 -3.44632 1.1 1.2 0.5
C -5.80345 -3.11462 -2.27786 -0.5 -0.6 -0.3
C -5.82438 -1.68363 -1.77809 1.7 -1.9 0.6
C -4.38539 0.10255 -0.74849 -1.1 0.3 -1.1
H -2.27952 -3.55225 1.88515 0.1 -0.2 0.0
H -3.59857 -3.00168 2.82625 -0.4 0.3 -0.2
H -2.05638 -2.27403 3.04545 0.1 0.5 -0.4
H -2.05114 -1.65703 0.55600 0.0 0.0 -0.5
H -3.07661 -0.68144 1.45759 -0.6 0.1 0.0
H -5.08275 -2.06802 0.73418 -0.2 0.0 -0.3
H -3.96140 -3.13958 -0.12410 -0.3 -0.1 0.1
H -2.33930 -1.29421 -1.90711 -0.1 -0.2 0.4
H -3.59094 -0.75360 -3.00318 -0.2 0.5 0.3
H -3.13325 -3.55146 -2.23850 0.2 -0.6 0.1
H -2.70180 -3.01228 -3.80032 0.0 0.8 -0.1
H -4.75746 -4.36887 -3.74527 -0.3 0.1 -0.1
H -5.16134 -2.69661 -4.28166 -0.2 -0.3 -0.3
H -5.64412 -3.84965 -1.48891 0.2 0.1 0.2
H -6.83268 -3.28638 -2.59294 -0.1 -0.2 -0.1
H -6.57728 -1.66359 -0.99016 0.2 0.9 -0.1
H -5.98905 -1.11051 -2.69052 0.1 0.9 0.6
H -4.93006 0.56060 -1.57410 -0.1 0.4 0.3
H -3.42713 0.62067 -0.71116 0.3 -0.8 0.2
H -4.93748 0.23318 0.18222 0.0 0.0 -0.1
C 3.31878 2.25129 3.70616 0.7 0.5 1.1
C 2.20470 1.23434 3.77919 -1.5 1.0 -0.5
C 1.83541 0.87567 5.24286 -0.4 0.0 -1.7
N 0.57457 -0.01289 5.35465 0.3 -0.8 0.5
C 0.40654 -0.39099 6.87793 -1.3 -0.2 -0.2
C -0.93316 -1.11177 7.20515 1.8 -0.6 -0.7
C -2.14488 -0.44869 6.68812 -0.7 0.4 -0.9
C -2.01204 0.04115 5.18937 0.4 -1.1 1.0
C -0.68586 0.77596 4.86693 -0.3 -0.2 0.9
C 0.73714 -1.30236 4.58056 -0.6 0.4 0.3
H 3.22145 3.04947 4.44204 -0.5 0.0 0.3
H 3.32536 2.83033 2.78270 0.3 -0.5 -0.3
H 4.27770 1.83013 4.00817 0.3 -0.1 -0.6
H 2.34492 0.41834 3.07025 0.5 -0.5 0.6
H 1.38187 1.73846 3.27232 -0.5 0.1 0.4
H 1.57555 1.78225 5.78937 0.3 -0.1 0.0
H 2.74857 0.42379 5.63024 -0.6 -0.5 0.7
H 0.46671 0.55594 7.41440 0.2 -0.1 0.0
H 1.14881 -1.11004 7.22449 0.7 0.5 -0.6
H -0.95673 -1.29777 8.27890 0.0 0.3 0.1
H -0.92101 -2.11939 6.78963 0.4 -0.2 -0.1
H -2.39835 0.33359 7.40358 -0.4 0.4 -0.5
H -2.90245 -1.23130 6.72947 -0.5 0.5 0.0
H -2.96825 0.47555 4.89773 0.5 1.3 0.1
H -2.06419 -0.78753 4.48320 0.3 -0.7 0.3
H -0.59688 1.72464 5.39626 -0.1 0.1 -0.1
H -0.60657 0.91845 3.78920 0.3 0.1 0.2
H -0.15275 -1.89554 4.79112 0.3 -0.2 0.2
H 1.65008 -1.78968 4.92287 -0.2 0.0 -0.1
H 0.73564 -1.14909 3.50140 0.2 0.4 0.1
C 0.71882 -4.56482 -3.42644 -0.4 1.1 0.8
N 0.81387 -5.34756 -2.11240 -0.5 -0.3 -1.1
C 0.33820 -6.75103 -2.48123 0.2 -0.2 1.3
C 2.24630 -5.49755 -1.62600 -0.1 1.0 -0.3
C -0.14119 -4.76054 -1.01155 0.7 0.7 -0.7
C 0.18716 -3.31104 -0.50676 0.9 -2.2 1.4
O 0.04717 -2.32793 -1.41105 -1.1 -0.2 -2.6
H 1.17565 -5.06824 -4.27848 0.0 -0.3 0.4
H 1.11307 -3.55371 -3.32480 0.5 -0.2 0.3
H -0.33985 -4.36101 -3.58699 -0.1 -0.5 -0.2
H 0.60053 -7.30697 -1.58110 -0.1 -0.6 -0.3
H 0.86019 -7.12919 -3.36022 0.1 0.2 0.2
H -0.73756 -6.85773 -2.62078 0.0 0.6 -0.1
H 2.62432 -4.50997 -1.36166 -0.3 0.0 0.3
H 2.91106 -5.79992 -2.43517 -0.4 -0.5 -0.1
H 2.30281 -6.17672 -0.77533 -0.2 0.1 -0.2
H -0.17780 -5.48931 -0.20182 0.5 0.1 0.1
H -1.15089 -4.79083 -1.42105 0.1 0.2 -0.4
H 1.19594 -3.23592 -0.10077 0.5 -0.6 0.2
H -0.42162 -3.19330 0.38969 -0.5 0.0 0.1
H 0.19123 -1.48226 -0.98013 0.1 1.8 1.0
C 3.61547 -1.02087 0.98572 0.1 0.0 -0.4
N 4.31656 -0.08845 -0.02200 0.6 -0.9 0.2
C 5.75738 -0.52957 -0.12131 -0.9 -0.7 0.6
C 3.59861 -0.30581 -1.37847 0.1 1.4 1.8
C 4.27335 1.35807 0.50482 0.2 0.2 -0.3
C 5.02239 2.39725 -0.37728 -0.8 -0.3 -1.2
O 4.25923 2.59940 -1.60154 0.5 -0.7 1.0
H 4.04196 -1.05257 1.98832 0.3 0.9 -0.1
H 3.74204 -2.06167 0.68766 0.0 0.1 -0.6
H 2.55194 -0.78212 0.98639 -0.1 0.2 0.0
H 6.15957 -0.33444 0.87281 0.7 0.3 -0.4
H 6.24438 -0.09862 -0.99606 0.1 0.2 0.5
H 5.71797 -1.61534 -0.20894 0.2 0.0 -0.3
H 3.38077 -1.37050 -1.46245 0.1 0.2 -0.2
H 4.18339 0.14329 -2.18124 0.0 -0.2 0.1
H 2.72442 0.30331 -1.14851 -0.6 -0.5 -0.9
H 4.64847 1.32689 1.52776 0.4 -0.2 -0.2
H 3.22037 1.61396 0.62254 -0.1 0.0 -0.4
H 6.02630 2.08934 -0.66960 -0.1 -0.5 0.0
H 5.23436 3.35789 0.09211 -0.6 -0.1 0.6
H 3.93509 3.50294 -1.61381 0.0 0.6 -0.2
```
Forces are in eV/Å.

Computed properties:
- HOMO-LUMO gap (spin up / spin down): 8.50 / 6.88 eV
- Net charge: +4
- ⟨S²⟩: 0.7538
- HOMO (spin up / spin down): -16.28 / -16.28 eV
- Spin multiplicity: 2
- E: -59706.104 eV

Mulliken atomic charge list, values in e, 5 entries: -1.32, 0.53, -0.03, -0.49, 0.38